Entry 1:
Formula: C3H8N3OS
Source: the OMol25 dataset
Level of theory: ωB97M-V/def2-TZVPD

Summary:
HOMO-LUMO gap (spin up / spin down)   6.33 / 6.03 eV
DFT total energy   -20579.4022 eV
Energy relative to the best compared isomer or geometry (same formula, charge and spin)   64.89 kcal per mole
Expectation value of S²   2.0125
2S+1   3
Highest occupied orbital energy (spin up / spin down)   -9.42 / -13.57 eV
F_max   5.600 eV Å⁻¹
Charge   +1

Positions of all 16 atoms, in Å:
C: 0.175625 0.247544 0.704165
C: 0.901105 0.236202 -1.916529
C: -0.781943 0.156013 1.883348
N: 1.719195 -0.654549 -1.935420
N: 0.737948 1.357197 -2.578838
N: -0.440171 -1.137247 1.336638
O: -0.168537 0.522470 -0.485019
S: -2.482566 0.717857 1.901910
H: 1.198383 0.453715 0.858765
H: -0.513574 0.389208 3.003934
H: -0.006741 1.976856 -2.232626
H: 1.118261 1.485440 -3.567090
H: 1.715568 -1.576339 -1.577723
H: -1.145160 -1.675905 0.697260
H: 0.161176 -1.772548 1.825431
H: -2.954397 0.667699 0.633723

Cartesian forces, eV/Å:
-0.800 0.434 1.291
-4.063 2.361 -2.041
-0.832 1.716 1.267
5.222 -1.902 -0.681
0.923 0.631 -1.931
-0.930 -2.371 -2.091
-2.672 0.756 1.688
-0.278 0.066 0.191
1.364 -0.519 1.130
0.265 -0.752 -2.434
0.418 -0.582 -0.683
-0.452 0.125 1.892
-0.668 -1.154 0.273
1.465 1.590 1.588
0.309 -0.217 0.545
0.730 -0.183 -0.005

Atom charges from the Mulliken analysis, given in e for atoms 1 to 8: C -0.198; C 0.229; C -0.107; N -0.303; N -0.316; N -0.259; O -0.360; S -0.139

***

Entry 2:
Formula: C3H8N3S2
Source: the OMol25 dataset
Level of theory: ωB97M-V/def2-TZVPD

Summary:
HOMO-LUMO gap   8.50 eV
DFT total energy   -29375.0728 eV
Energy relative to the best compared isomer or geometry (same formula, charge and spin)   0.00 kcal per mole
2S+1   1
Highest occupied orbital energy   -13.08 eV
F_max   1.664 eV Å⁻¹
Charge   +1

Positions of all 16 atoms, in Å:
C: 2.167348 -1.265779 0.238177
C: 2.882314 -0.069771 -0.261611
C: -0.071293 -0.532354 0.261685
N: 0.910131 -1.407757 0.308164
N: -3.071470 1.135316 -0.011367
N: -1.279188 -0.756824 -0.132392
S: 1.797916 1.368166 -0.565181
S: 0.375335 1.102386 0.908455
H: 2.775159 -2.084425 0.608323
H: 3.664197 0.181386 0.460675
H: 3.366592 -0.257154 -1.220956
H: -2.754534 1.885994 0.592403
H: -3.226004 1.520195 -0.937037
H: -2.068435 0.038217 -0.062453
H: -3.962207 0.802908 0.342727
H: -1.505867 -1.660497 -0.529605

Cartesian forces, eV/Å:
-0.253 0.074 -0.268
-0.110 0.770 0.172
-0.409 1.611 0.090
0.460 -1.505 0.109
-0.224 0.120 0.057
0.241 -0.105 -0.016
-0.038 -0.328 -0.041
-0.068 -0.258 -0.011
0.076 -0.088 0.029
0.057 -0.076 -0.015
0.030 -0.149 -0.036
-0.080 0.083 -0.019
-0.060 0.083 0.014
0.318 -0.192 -0.147
-0.072 0.099 0.000
0.133 -0.139 0.083

Atom charges from the Mulliken analysis, given in e for atoms 1 to 8: C 0.001; C -0.492; C 0.582; N -0.435; N -0.878; N -0.288; S -0.029; S -0.147

***

Entry 3:
Formula: C3H8N4
Source: the OMol25 dataset
Level of theory: ωB97M-V/def2-TZVPD

Summary:
HOMO-LUMO gap   9.37 eV
DFT total energy   -9195.6713 eV
Energy relative to the best compared isomer or geometry (same formula, charge and spin)   137.49 kcal per mole
2S+1   1
Highest occupied orbital energy   -9.24 eV
F_max   5.797 eV Å⁻¹

Positions of all 15 atoms, in Å:
H: 0.172266 -1.133993 2.781406
N: 0.547028 -0.266985 2.458177
C: -0.025339 -0.265445 1.296527
N: -1.061113 -1.056665 0.937356
C: 0.286553 1.077176 0.670020
N: 0.278410 1.612594 -0.577502
N: -0.538083 0.828763 -1.521650
C: 0.551420 -0.315328 -1.688280
H: -1.283169 -0.529716 0.136093
H: -1.830585 -1.145658 1.707606
H: 1.219463 1.213717 1.423847
H: -0.538631 1.624949 -2.239511
H: 1.699562 0.121862 -1.624891
H: 0.423613 -0.616102 -2.851558
H: 0.098605 -1.149168 -0.907640

Cartesian forces, eV/Å:
0.209 -1.131 1.631
-0.341 -1.066 -1.391
0.373 3.206 2.916
-1.679 -1.016 1.404
4.422 0.536 -2.703
-1.568 -1.694 5.318
3.042 1.401 0.476
-1.154 -0.055 -2.823
-2.464 -0.136 -1.549
1.894 0.249 -2.249
-2.121 1.694 -2.044
0.012 -2.500 0.265
-3.144 -1.364 0.399
0.286 -0.030 2.849
2.233 1.904 -2.500

Atom charges from the Mulliken analysis, given in e for atoms 1 to 8: H 0.262; N -0.668; C 0.460; N -0.670; C -0.011; N -0.485; N -0.444; C -0.669

***

Entry 4:
Formula: C3H8N4
Source: the OMol25 dataset
Level of theory: ωB97M-V/def2-TZVPD

Summary:
HOMO-LUMO gap   9.74 eV
DFT total energy   -9198.1758 eV
Energy relative to the best compared isomer or geometry (same formula, charge and spin)   79.73 kcal per mole
2S+1   1
Highest occupied orbital energy   -8.64 eV
F_max   0.738 eV Å⁻¹

Positions of all 15 atoms, in Å:
C: -1.322697 1.165863 0.610095
N: -0.388372 1.349399 -0.224922
N: 0.754786 0.647733 -0.215870
N: 1.850099 1.294569 -0.809993
C: 1.068656 -0.547091 0.429648
N: 0.400607 -1.606534 0.538612
C: -0.889186 -1.805193 -0.050837
H: -1.320263 0.426134 1.404655
H: -2.185428 1.801296 0.508266
H: 1.835943 2.284481 -0.576531
H: 1.805081 1.208443 -1.824350
H: 2.089802 -0.559662 0.796110
H: -1.677012 -1.640130 0.688288
H: -1.085732 -1.167423 -0.919767
H: -0.936283 -2.851886 -0.353403

Cartesian forces, eV/Å:
-0.074 -0.410 0.236
-0.308 0.580 -0.338
0.400 0.234 -0.371
0.077 -0.007 -0.107
0.340 -0.212 0.109
0.044 -0.206 0.481
-0.080 0.019 -0.310
0.116 -0.106 0.018
-0.129 0.166 -0.001
-0.100 -0.244 0.046
-0.114 -0.022 0.226
0.081 0.166 0.040
-0.062 0.007 -0.016
-0.029 -0.018 0.017
-0.163 0.054 -0.030

Atom charges from the Mulliken analysis, given in e for atoms 1 to 8: C -0.420; N -0.687; N 0.698; N -0.732; C 0.046; N -0.482; C -0.849; H 0.346

***

Entry 5:
Formula: C3H8N4
Source: the OMol25 dataset
Level of theory: ωB97M-V/def2-TZVPD

Summary:
HOMO-LUMO gap   9.84 eV
DFT total energy   -9197.3507 eV
Energy relative to the best compared isomer or geometry (same formula, charge and spin)   98.76 kcal per mole
2S+1   1
Highest occupied orbital energy   -8.65 eV
F_max   4.501 eV Å⁻¹

Positions of all 15 atoms, in Å:
C: 2.715551 -0.018110 -0.475938
N: 1.949387 -0.380449 0.470559
N: 0.512388 0.436220 0.388026
C: -0.482817 -0.481876 0.081008
N: -0.632400 -1.522231 0.972887
N: -1.787342 0.703356 0.255385
C: -2.211219 1.222139 -0.818788
H: 2.452454 0.770561 -1.202930
H: 3.739363 -0.423229 -0.541016
H: 0.367290 0.741575 1.349612
H: -0.431697 -0.826484 -0.954014
H: 0.111245 -1.531372 1.665023
H: -1.520623 -1.700338 1.417421
H: -3.024879 1.966287 -0.798441
H: -1.756699 1.043952 -1.808795

Cartesian forces, eV/Å:
-0.406 0.580 0.345
-1.691 1.254 -0.481
4.482 -0.204 -0.361
-3.094 2.623 -0.634
0.130 -1.472 1.463
0.939 -2.180 -0.651
0.662 -0.145 0.149
-0.084 -0.396 0.288
-0.615 -0.118 0.185
0.185 -0.130 -0.038
-0.232 0.384 -0.154
-0.248 0.014 -0.129
-0.149 0.244 -0.376
0.326 -0.277 0.193
-0.206 -0.177 0.199

Atom charges from the Mulliken analysis, given in e for atoms 1 to 8: C -0.247; N -0.386; N -0.424; C 0.209; N -0.532; N -0.544; C -0.210; H 0.298

***

Entry 6:
Formula: C3H8N4
Source: the OMol25 dataset
Level of theory: ωB97M-V/def2-TZVPD

Summary:
HOMO-LUMO gap (spin up / spin down)   8.27 / 8.27 eV
DFT total energy   -9199.0077 eV
Energy relative to the best compared isomer or geometry (same formula, charge and spin)   60.55 kcal per mole
2S+1   1
Highest occupied orbital energy (spin up / spin down)   -7.36 / -7.35 eV
F_max   3.269 eV Å⁻¹

Positions of all 15 atoms, in Å:
C: -2.333513 -1.268624 0.265196
C: 1.772364 0.555803 0.413011
C: 0.440071 0.889403 -0.261455
N: -3.741296 1.238622 0.067060
N: -3.995089 0.162512 -0.057489
N: -1.295596 -0.593765 -0.174869
N: -0.637809 0.296344 0.461128
H: -2.745706 -2.030684 -0.366288
H: -2.530639 -1.262453 1.321413
H: 1.885962 -0.524173 0.485712
H: 2.594326 0.975282 -0.154167
H: 1.790203 0.973770 1.413196
H: 0.301488 1.975077 -0.268761
H: 0.461697 0.538406 -1.312318
H: -1.051320 -0.739469 -1.175049

Cartesian forces, eV/Å:
1.533 -1.112 0.124
-0.325 0.050 -0.214
0.441 -0.025 -0.223
-0.390 -2.174 -0.247
-0.652 3.202 0.100
-0.339 -0.706 -0.800
-0.444 0.426 0.907
-0.009 -0.002 -0.184
-0.080 0.193 0.061
0.105 -0.046 0.002
0.273 0.049 -0.103
0.009 0.017 0.178
0.040 -0.025 -0.128
-0.010 0.128 0.063
-0.151 0.024 0.465

Atom charges from the Mulliken analysis, given in e for atoms 1 to 8: C -0.538; C -1.111; C -0.267; N -0.141; N 0.057; N 0.240; N -0.634; H 0.297

***

Entry 7:
Formula: C3H8N4
Source: the OMol25 dataset
Level of theory: ωB97M-V/def2-TZVPD

Summary:
HOMO-LUMO gap (spin up / spin down)   10.57 / 6.51 eV
DFT total energy   -9176.1869 eV
Energy relative to the best compared isomer or geometry (same formula, charge and spin)   138.56 kcal per mole
2S+1   1
Highest occupied orbital energy (spin up / spin down)   -17.30 / -16.27 eV
F_max   5.556 eV Å⁻¹
Charge   +2

Positions of all 15 atoms, in Å:
C: 0.537440 9.706652 1.144455
C: 0.031765 -7.200179 0.072541
C: 1.357341 -5.911383 -1.374373
N: -0.916384 -7.844067 0.410742
N: -0.627117 9.898693 1.082693
N: 0.872412 -6.258362 -0.099181
N: -1.819365 9.921499 0.872808
H: 1.599911 9.900237 1.448904
H: 0.914312 -6.642156 -2.080361
H: 2.447953 -5.718382 -1.634504
H: 0.885891 -4.958907 -1.844837
H: -0.999013 -8.800317 0.572027
H: 1.123263 -5.801347 0.876831
H: -2.954079 10.346421 -0.871074
H: -2.454328 9.361596 1.423330

Cartesian forces, eV/Å:
-0.544 1.077 0.677
-1.800 -0.381 1.206
-0.002 2.377 -5.022
1.988 2.682 -1.510
3.973 -1.873 -0.085
0.252 0.275 4.237
-2.997 2.167 -1.059
-1.325 -0.225 -0.567
0.800 0.039 0.349
-1.136 -0.985 1.387
0.404 -1.154 1.563
-0.314 -2.113 0.542
-0.188 -0.791 -2.754
0.846 -0.419 0.847
0.043 -0.678 0.190

Atom charges from the Mulliken analysis, given in e for atoms 1 to 8: C 0.107; C 0.388; C -0.654; N -0.169; N 0.475; N -0.131; N -0.644; H 0.449

***

Entry 8:
Formula: C3H8N4O
Source: the OMol25 dataset
Level of theory: ωB97M-V/def2-TZVPD

Summary:
HOMO-LUMO gap   9.22 eV
DFT total energy   -11245.8065 eV
Energy relative to the best compared isomer or geometry (same formula, charge and spin)   88.03 kcal per mole
2S+1   1
Highest occupied orbital energy   -8.67 eV
F_max   4.860 eV Å⁻¹

Positions of all 16 atoms, in Å:
C: 0.689115 1.695444 -0.786480
N: 0.532682 0.651898 0.190545
N: 1.423258 -0.440958 0.166331
C: -0.404954 0.670838 1.236526
O: -0.108427 0.182868 2.320824
H: 1.654239 1.656082 -1.292993
H: -0.100897 1.600511 -1.533324
H: 0.578612 2.663175 -0.296658
H: 1.127618 -1.178276 0.808181
H: 2.325230 -0.187835 0.578551
H: -1.063995 1.551107 1.157404
N: -1.764192 -0.315919 -1.580994
C: -1.615117 -1.063246 -0.683395
N: -1.168043 -2.241847 -0.275925
H: -0.386306 -2.166334 0.374895
H: -1.718825 -3.077508 -0.383486

Cartesian forces, eV/Å:
-0.910 0.004 -0.438
-1.103 -1.167 1.872
1.014 -0.253 -0.209
3.993 2.762 0.207
-1.433 -1.245 -0.603
-0.065 -0.242 0.302
0.064 0.089 -0.279
0.140 0.025 -0.033
-0.360 0.603 -0.057
-0.176 0.354 -0.105
-0.654 -0.663 -0.318
-0.784 -0.064 2.373
0.164 0.538 -4.647
0.833 -0.097 1.838
-0.795 -0.817 -0.204
0.072 0.173 0.302

Atom charges from the Mulliken analysis, given in e for atoms 1 to 8: C -0.869; N 0.479; N -0.717; C -0.174; O -0.574; H 0.279; H 0.311; H 0.333

***

Entry 9:
Formula: C3H8N4O
Source: the OMol25 dataset
Level of theory: ωB97M-V/def2-TZVPD

Summary:
HOMO-LUMO gap (spin up / spin down)   8.00 / 7.99 eV
DFT total energy   -11243.9124 eV
Energy relative to the best compared isomer or geometry (same formula, charge and spin)   131.71 kcal per mole
2S+1   1
Highest occupied orbital energy (spin up / spin down)   -7.90 / -7.90 eV
F_max   3.257 eV Å⁻¹

Positions of all 16 atoms, in Å:
C: 1.710568 0.073895 -1.590694
C: 0.959066 -0.111137 -0.312089
N: 1.432783 -0.929041 0.674829
O: 1.372713 -0.385491 1.970542
C: -0.437892 0.062765 -0.146392
N: -1.224808 1.110815 -0.587633
N: -0.884607 -0.947345 0.639050
N: -1.997730 -0.669618 1.355193
H: 1.044398 0.035484 -2.456566
H: 2.450336 -0.723801 -1.709292
H: 2.244707 1.028655 -1.602575
H: 0.604991 0.219413 1.997248
H: -2.197166 0.856261 -0.716483
H: -0.837316 1.658563 -1.342336
H: -2.288043 -1.463974 1.914310
H: -1.951998 0.184554 1.912887

Cartesian forces, eV/Å:
-0.146 -0.464 -0.205
0.351 -2.185 0.792
1.557 2.608 -1.175
-0.939 -0.748 -0.333
-0.884 -0.811 1.474
-0.044 0.010 0.228
0.932 1.172 -0.997
-1.239 0.251 0.200
0.022 0.087 -0.009
-0.024 0.116 0.164
-0.015 -0.072 0.069
0.277 -0.060 0.057
0.080 0.088 -0.004
-0.025 -0.062 0.128
0.213 0.180 -0.164
-0.116 -0.111 -0.224

Atom charges from the Mulliken analysis, given in e for atoms 1 to 8: C -1.277; C 0.602; N -0.401; O -0.258; C 0.240; N -0.485; N -0.182; N -0.576

***

Entry 10:
Formula: C3H8N4O
Source: the OMol25 dataset
Level of theory: ωB97M-V/def2-TZVPD

Summary:
HOMO-LUMO gap (spin up / spin down)   8.46 / 8.46 eV
DFT total energy   -11245.1386 eV
Energy relative to the best compared isomer or geometry (same formula, charge and spin)   103.43 kcal per mole
2S+1   1
Highest occupied orbital energy (spin up / spin down)   -8.14 / -8.15 eV
F_max   6.998 eV Å⁻¹

Positions of all 16 atoms, in Å:
C: -0.904005 0.323922 1.515198
N: -0.067536 -0.263820 0.488314
C: 1.614571 0.833395 0.405442
C: -0.286859 -0.300325 -0.764786
N: 2.408764 0.685614 -0.646720
N: -1.796848 -1.498422 -0.637965
N: 0.186715 -0.253631 -1.912633
O: 1.795397 1.461756 1.409543
H: 3.322837 1.119568 -0.648782
H: 2.001460 0.311510 -1.500175
H: -2.711023 -1.050095 -0.692035
H: -1.884253 -2.052513 0.210520
H: -0.391466 -0.732203 -2.598534
H: -1.377618 -0.477465 2.079748
H: -0.243225 0.894374 2.170906
H: -1.666910 0.998336 1.121959

Cartesian forces, eV/Å:
-0.012 0.021 -0.093
5.058 3.412 1.050
-0.609 0.092 2.342
-5.109 -4.637 -1.173
-0.610 -0.530 -0.378
0.669 1.130 -1.374
0.239 0.747 0.046
-0.479 -0.746 -0.985
-0.294 0.080 0.220
0.014 -0.076 0.068
0.250 0.400 -0.254
0.742 0.265 0.235
0.069 -0.020 0.302
0.023 0.061 0.024
-0.016 -0.084 0.045
0.063 -0.113 -0.075

Atom charges from the Mulliken analysis, given in e for atoms 1 to 8: C -0.813; N -0.281; C 0.534; C 0.739; N -0.296; N -0.797; N -0.750; O -0.487